(1)
This record from the Open Molecules 2025 dataset describes C23H17Br2N2PPdS2 as an isolated structure. The level of theory is ωB97M-V/def2-TZVPD.

Calculated values
**DFT total energy**: -7409.04237 hartree
**HOMO-LUMO gap (alpha / beta)**: 0.27066 / 0.16371 hartree
**Energy above the lowest of the compared OMol25 structures with the same formula, charge and spin**: 0.713 eV
**⟨S²⟩**: 6.04
**LUMO level (alpha / beta)**: -0.2622 / -0.3971 hartree

ORCA input file:
```
! RIJCOSX wB97M-V def2-TZVPD def2/J DEFGRID3
* xyz 2 5
Pd 0.3449 1.6923 1.0070
H -2.6830 -1.2504 -3.9256
H -1.9839 -1.6196 -1.5864
P 0.0630 -0.2589 0.0629
C -1.9032 -0.5951 -3.5202
C 1.6729 -1.0549 -0.1053
H -1.9315 -4.6323 0.4606
H 3.1554 0.7839 3.7981
H -0.0294 2.1096 -4.2219
C -0.5694 0.0049 -1.6287
C -1.5997 -1.1844 2.1368
H 2.0156 -0.4706 -2.1784
C -2.0714 3.6118 0.5873
H 4.9544 -3.1163 -0.4297
S 0.6799 3.9935 0.1471
C -1.2566 5.7271 -0.2996
C 4.0889 -2.4678 -0.3215
C -3.3366 4.2257 0.5709
N -4.3622 4.7695 0.6128
C -0.4264 1.2784 -3.6422
H -1.7667 0.6672 -5.2586
H 3.7455 -2.9640 1.7522
C -0.0294 1.0755 -2.3288
S -2.0701 1.9646 1.0343
Br 3.0395 1.5596 1.4427
C -2.5630 -2.0898 2.5801
C 3.6009 -1.7328 -1.3852
C -0.8922 -1.4850 0.9551
H -0.2282 -3.0393 -0.3718
Br 0.8241 1.7764 3.9157
C 3.3901 -2.4219 0.8923
C -0.9653 4.3913 0.1432
H 1.6929 -1.6378 1.9616
C -1.4990 -0.8405 -2.1827
C -2.6894 -3.3301 1.9812
C 2.7566 1.6813 3.3723
C 2.4138 -0.9962 -1.2795
C 2.2056 -1.6925 0.9947
H -3.5061 -4.0046 2.2889
H -1.4080 -0.1915 2.5994
H 0.6238 1.7711 -1.8041
N -1.5014 6.7918 -0.6927
C -1.3830 0.4436 -4.2588
H 4.1517 -1.7016 -2.3336
H -3.2546 -1.7151 3.3371
H 3.2112 2.6218 3.7148
C -0.8971 -2.7772 0.4489
C -1.8235 -3.6704 0.9572
*
```

=====

(2)
This record from the Open Molecules 2025 dataset describes C48H42N7O2S4V as an isolated structure. The level of theory is ωB97M-V/def2-TZVPD.

Calculated values
**DFT total energy**: -4924.50537 hartree
**HOMO-LUMO gap (alpha / beta)**: 0.23535 / 0.25353 hartree
**Energy above the lowest of the compared OMol25 structures with the same formula, charge and spin**: 0.059 eV
**⟨S²⟩**: 3.76
**LUMO level (alpha / beta)**: -0.0820 / -0.0820 hartree

ORCA input file:
```
! RIJCOSX wB97M-V def2-TZVPD def2/J DEFGRID3
* xyz 1 4
C 1.0942 -1.9776 3.1079
H -5.3430 3.5377 -0.5150
S 1.5667 -1.5449 1.4514
H 6.2944 -4.4944 0.8164
H 5.0297 5.1395 2.7173
C -2.9478 0.4795 -3.3763
N 1.8718 -0.0462 1.6011
H -1.2821 -6.1956 -1.4165
N 0.5725 -2.1422 0.4338
C 3.6277 4.5758 1.2042
C 4.7989 -1.0053 -2.6583
H 5.4295 -1.4923 -3.3892
C -5.2131 1.1469 -3.6745
C 3.0366 -2.5257 1.2013
H 1.5533 -0.2088 -2.0806
H 1.4657 4.7466 -5.7307
C -3.8546 -4.1221 -0.6869
H 1.5570 2.2727 -6.1487
H 3.9268 -1.6605 2.9625
N -2.7411 1.4038 -2.4348
H 2.3726 -3.5043 -0.5823
O -6.8776 4.8769 0.5720
H 0.4107 5.5814 -3.6511
H 0.1707 -4.7516 4.7838
C 0.4759 4.5240 -3.8612
C 2.8949 3.5405 0.6418
H -0.0430 -3.0770 6.5864
H 6.4338 -0.5055 -1.3625
C -2.1138 0.8043 3.0963
N -6.0963 3.6667 -1.1678
H -2.8155 -2.1800 4.5281
H -6.1802 1.0851 -4.1514
H 2.2024 3.7174 -0.1713
H 0.4674 -0.7062 6.1501
C -3.7590 2.2042 -2.1063
C 4.3565 -4.1027 0.0032
H 0.8908 -4.0439 2.5295
V -0.8446 1.4931 -1.4687
C 4.5691 3.0503 2.8111
H -1.2775 1.0721 1.1438
N 0.0085 2.2927 -3.1794
H 5.0166 0.6275 0.3000
C 4.4632 4.3299 2.2793
C 4.5700 0.1840 -0.5797
C -1.5968 -1.0076 1.6107
O -7.1061 3.1250 -3.0998
C 4.0537 -2.3416 2.1318
H 6.0239 -2.9331 2.7097
H -2.1436 1.8650 3.3003
H 1.1999 0.0129 3.8930
H 2.9903 -1.3472 -3.7595
C 5.2280 -3.0576 1.9913
C 2.6228 -0.2895 -1.9352
H 5.2115 2.8680 3.6607
H -2.9126 0.2402 4.9999
H -7.4679 5.5823 0.8499
C -2.0065 -1.9279 2.5686
H 0.0079 -4.2155 -0.7078
C 0.9835 -1.0240 4.1001
C -1.7475 -3.0517 -0.2969
C 0.2766 -2.7670 5.6022
H -1.9603 -2.9889 2.3671
C -2.4834 -1.4696 3.7839
H 0.5844 0.7616 -4.4213
C -1.0691 -4.1884 -0.7071
C -1.6450 0.3567 1.8674
H -3.6539 -2.0980 -0.0076
C 3.0218 2.2621 1.1727
C -7.1690 4.5451 -0.7678
H 4.4806 -4.7816 -0.8268
H -4.2669 -0.4418 -4.7807
S -0.9169 -1.5114 0.0290
C 3.4316 -0.9245 -2.8670
C 5.3653 -0.4521 -1.5179
H -3.7478 -6.1410 -1.3901
S 2.0448 1.0441 0.3258
C 1.0566 4.0507 -5.0105
H -4.9345 -4.0971 -0.6794
N -0.9987 -0.5411 -1.0425
C 0.5662 -1.4344 5.3593
H -2.1048 -0.1596 -3.6112
C -4.1610 0.3174 -4.0206
C 3.1675 -3.3965 0.1365
C 0.5729 1.8405 -4.3014
C -0.0614 3.6187 -2.9324
H -3.5169 2.9728 -1.3797
C 5.3757 -3.9364 0.9256
H 3.9072 1.0127 2.6789
C 0.8049 -3.3198 3.3289
C -2.5380 -0.1084 4.0475
C 3.2011 0.2542 -0.7928
C -5.0112 2.1049 -2.6887
C 3.8431 2.0058 2.2621
H -8.1249 4.0163 -0.8608
C -3.1377 -3.0016 -0.3018
C -6.1586 3.0114 -2.3423
C -1.7998 -5.3011 -1.1013
C 1.1120 2.6744 -5.2526
H -7.1889 5.4355 -1.4076
C 0.3958 -3.7137 4.5902
N 0.8518 1.5509 -0.2948
S -0.8384 4.0686 -1.4359
C -3.1852 -5.2696 -1.0860
H 3.5333 5.5755 0.8070
*
```

=====

(3)
This record from the Open Molecules 2025 dataset describes a 2-piece molecular cluster, C18H16F5NO6S overall. The level of theory is ωB97M-V/def2-TZVPD.

Calculated values
**DFT total energy**: -2098.89802 hartree
**HOMO-LUMO gap**: 0.29434 hartree
**LUMO level**: -0.0504 hartree

ORCA input file:
```
! RIJCOSX wB97M-V def2-TZVPD def2/J DEFGRID3
* xyz 0 1
H 2.6767 1.5986 -0.6154
C -2.1239 0.5825 -0.5730
S 6.9844 -0.9742 0.3012
O 7.1570 -0.1005 -0.8197
C -1.2900 1.0433 -1.6453
C -6.0777 -0.5101 -0.8465
F -9.1247 -1.9579 0.0690
H 4.0236 -1.7358 -0.8847
H -4.1363 2.4018 0.4099
C -4.8043 0.3603 -0.5223
H 7.7427 -1.5764 3.0538
H -6.7263 3.1238 1.1162
C 8.2756 -0.8579 2.4240
C -3.4124 -0.2548 -0.9871
O -2.4398 1.2371 1.8631
H -1.5106 0.8636 -2.7464
C -6.4842 2.1470 0.5656
C 2.5190 -0.3413 -0.0333
H 9.8745 -0.8815 0.9562
C 9.1461 -1.5672 1.3982
C 0.0405 1.8477 -1.1916
H -8.8079 1.5540 0.4904
H 0.3649 0.3585 2.1605
H 2.5659 -0.9471 0.9321
H 8.8468 -0.1771 3.0551
F -3.5156 -0.5086 -2.3974
N 2.2478 1.1433 0.2174
F -9.8148 -0.3489 -1.4962
C -0.0787 0.7798 1.2022
H 4.7557 -0.0769 -0.5910
C 3.8011 -0.6032 -0.9572
F -3.3045 -1.5502 -0.3604
C -1.6657 0.9103 0.9291
F -8.2647 -1.9290 -2.0428
C -8.6966 -1.0796 -0.9623
O 5.7904 -1.7361 0.5208
C -5.0190 1.7219 0.1786
O 7.3083 -0.1418 1.6565
C -7.5239 -0.0847 -0.5127
H 9.6681 -2.4253 1.8232
H 1.6052 -0.7302 -0.6328
O 0.4890 2.8562 -1.7827
O 8.2498 -1.9879 0.3694
C 0.7587 1.2418 0.1287
H 3.5922 -0.4224 -2.0824
C -7.7374 1.2608 0.2266
H -5.9251 -1.5259 -1.3647
*
```

=====

(4)
This record from the Open Molecules 2025 dataset describes one molecule with the formula C4H6N2OS. The level of theory is ωB97M-V/def2-TZVPD.

Calculated values
**DFT total energy**: -738.82083 hartree
**HOMO-LUMO gap**: 0.31984 hartree
**Energy above the lowest of the compared OMol25 structures with the same formula, charge and spin**: 5.003 eV
**LUMO level**: 0.0128 hartree

ORCA input file:
```
! RIJCOSX wB97M-V def2-TZVPD def2/J DEFGRID3
* xyz 0 1
S 0.5555 1.3941 -1.9800
H -2.0268 0.6965 -0.1326
N 1.9559 2.0903 1.4066
C -1.0277 0.2576 0.3023
N 3.0489 1.7298 1.0116
O 1.6332 2.1722 -1.0276
C 1.3793 -0.0357 0.0466
H 0.0759 -0.8948 -1.3637
H 1.2014 -0.4153 1.0566
C 1.8764 1.3733 0.2223
H -0.7210 1.1090 0.8046
H 2.1537 -0.6627 -0.4927
C 0.1441 0.0531 -0.7666
H -1.1173 -0.8226 0.6545
*
```

=====

(5)
This record from the Open Molecules 2025 dataset describes C14H10F3N3O7PdS as an isolated structure. The level of theory is ωB97M-V/def2-TZVPD.

Calculated values
**DFT total energy**: -2056.04244 hartree
**HOMO-LUMO gap (alpha / beta)**: 0.31402 / 0.23381 hartree
**⟨S²⟩**: 6.03
**LUMO level (alpha / beta)**: -0.0332 / -0.1286 hartree

ORCA input file:
```
! RIJCOSX wB97M-V def2-TZVPD def2/J DEFGRID3
* xyz 0 5
C 1.0753 0.3835 2.4432
H -1.2054 0.5132 -5.3354
O -1.6651 -2.0026 -1.1136
C 2.0230 0.1999 1.2758
O -1.2268 2.5824 0.0146
H 1.2547 0.4565 -5.7447
O -2.9410 0.9122 0.0649
C 2.0643 0.3581 -1.1760
F 0.7744 -4.2147 -0.6797
C 1.1722 0.4101 -2.3835
H 2.8883 0.8678 1.3506
C -0.5225 -3.9769 -0.4010
O -3.4229 3.0540 -0.9341
C 0.8619 0.4532 -4.7369
Pd -0.7080 0.3724 0.0174
N -0.1491 0.4425 -2.1699
C -1.0847 0.6805 3.1983
O 3.2725 0.2898 -1.2349
H 2.4265 -0.8230 1.2878
C -0.9731 0.4752 -3.2082
N 1.3596 0.3836 0.0322
H 1.0410 0.5763 5.8085
C -0.8011 -2.4528 -0.3766
O -0.0482 -1.8165 0.4274
H 2.6298 0.2941 3.9136
N -0.2284 0.5167 2.1903
S -2.6893 2.4458 0.1336
C 0.6799 0.5610 4.7887
H -2.1245 0.8058 2.9268
C 1.5673 0.4021 3.7377
H 2.7976 0.3818 -3.7619
C -0.6707 0.7055 4.5173
F -1.2525 -4.6140 -1.3134
F -0.7863 -4.5308 0.7941
H -1.3957 0.8391 5.3070
H -2.0310 0.4861 -2.9817
O -3.1822 2.6841 1.4860
C -0.5030 0.4855 -4.5146
C 1.7234 0.4128 -3.6498
*
```

=====

(6)
This record from the Open Molecules 2025 dataset describes a 40-piece molecular cluster, H80O40 overall. The level of theory is ωB97M-V/def2-TZVPD.

Calculated values
**DFT total energy**: -3057.46841 hartree
**HOMO-LUMO gap**: 0.36374 hartree
**Energy above the lowest of the compared OMol25 structures with the same formula, charge and spin**: 7.862 eV
**LUMO level**: -0.0189 hartree

ORCA input file:
```
! RIJCOSX wB97M-V def2-TZVPD def2/J DEFGRID3
* xyz 0 1
H -1.7404 -0.1890 -1.8829
H -2.4177 5.1611 -2.7251
H -0.1988 4.1861 0.9107
O 1.9858 -1.4029 -3.2874
O -0.2354 -2.4286 -0.2123
O -2.7411 5.5297 -1.9030
H 0.7211 -4.9141 -0.2184
O -1.3624 5.8058 0.2944
O 1.3680 1.4814 -2.6046
O -4.3275 -1.3227 4.6572
H 3.8159 1.3135 3.1922
H -4.2591 1.1330 0.0840
O 3.2403 2.9940 -3.8343
H -2.0501 6.4629 0.2021
H -1.5330 -2.8578 -4.6073
H 0.1333 -6.2082 -0.9710
H -2.8801 0.6401 0.1158
O -2.0364 -1.1269 -1.8984
H -2.9747 -3.1155 0.3659
H -1.1735 -1.5089 -2.0958
O 3.6732 4.7675 -1.8088
H -1.2967 -5.2959 2.5909
O -2.6538 3.4270 0.1056
H 3.6349 -2.0302 4.2211
O -3.8132 0.2507 -0.0150
H -2.4059 -3.6298 -3.4481
H -2.2715 -0.0224 3.5121
H 0.2999 4.9687 3.4624
H 1.8584 0.6445 -2.5783
H -1.2728 1.9260 -4.3737
H -4.5936 -2.5633 -2.8248
H 1.3481 -2.3942 3.8602
H 4.5841 -3.1484 -2.2053
H -5.3253 -0.2576 1.0420
O 3.8919 -1.4191 3.5278
O -0.4358 3.4369 1.4581
O 5.0281 -0.5718 -0.1278
O 0.6053 1.6165 4.5477
O 1.1198 3.4163 -0.6864
H 1.5065 -3.4070 -0.2387
H 5.8451 -0.1688 -0.4247
O 0.8083 -5.8565 -0.3430
H 3.1625 -3.4914 -1.2984
O 1.2064 -2.2452 4.7914
O -6.0253 0.1329 1.6234
H -2.9927 -1.3169 -3.7148
O 3.6314 -3.1186 -2.0683
O -3.9968 -3.3584 -2.9816
H -2.0945 2.6760 0.2804
O 2.7877 0.9529 -0.3138
H 0.5103 2.4587 4.0358
H 0.9937 3.1591 -1.6144
H 0.6341 -2.7948 1.9802
O 2.3264 -3.8049 0.1036
O -3.5362 -1.3715 -4.5107
O -3.1404 -2.3118 0.8759
H -0.7616 1.4516 0.2437
H -0.8692 -1.8562 0.2246
H 1.6175 -0.3170 1.7614
H -3.3742 -0.7387 -5.2263
H -3.7951 -1.2911 5.4717
H 0.1765 3.5783 2.2024
H 4.8234 0.5590 -4.9242
H 0.3372 0.8141 4.0959
H 3.4538 0.4060 0.1475
H -2.2570 4.2112 0.5670
H 2.1703 2.0543 -2.6960
O 3.4037 2.1727 3.0780
H 4.1840 -3.5088 1.9973
H 2.2148 -4.6947 0.4804
H 1.1573 -0.3726 -5.4017
O -1.5416 -3.5382 -3.9354
H -0.9578 4.5097 4.2510
H -0.9342 -0.0873 0.3055
O -1.8488 -0.8662 3.3880
O 1.8484 -0.6170 -6.0213
H 1.6814 -1.5367 -6.2343
H 3.2882 0.3845 -4.8321
H 2.7353 -1.6736 -2.7474
H -0.2118 -1.7922 1.7104
H -1.8325 -1.2415 5.2296
H 0.2649 1.9849 -4.4027
H 1.5409 -3.0448 5.2248
H -0.6318 -3.1825 -0.6446
H -2.0710 -2.3957 6.2207
O 4.1096 0.5133 -4.2877
O 0.0938 -2.1715 2.5582
H -5.9350 -0.2921 -1.9933
H -2.3538 -1.5584 2.9702
O -2.1330 -1.4337 6.1381
O 0.9354 0.1623 1.2927
O -0.8083 -4.6508 2.0670
H -4.8398 -0.7091 -1.1168
H -1.2593 5.3962 -0.6035
H 3.9256 2.2641 -3.7240
O -5.5399 -1.1045 -1.6757
O -0.0618 4.2203 3.9536
H -3.3360 4.9479 -1.4323
O -0.5124 1.6334 -4.8725
H 4.8073 -1.3576 -0.6783
H -3.6461 -1.6371 0.4086
H 3.6424 4.4134 -0.9201
H 3.1996 -1.7009 2.9105
O 3.9832 -3.9445 2.8300
H 3.8383 -4.8139 2.4458
H 1.2769 -1.9857 -3.5299
H 1.2794 0.9842 0.8906
H 2.7962 2.2391 3.8175
H -4.2861 -3.3232 -3.9019
H 1.7055 2.7380 -0.2694
O 0.9789 6.1831 1.6682
H 3.8168 3.7230 -3.4426
O -1.4036 0.7307 0.1107
H -4.8617 -2.1304 4.6288
H 2.8976 4.3542 -2.2035
H 3.3664 1.1226 -1.0844
H 1.8932 6.3033 1.4335
H -1.0878 -3.8269 2.5860
H -5.5075 0.0978 2.4340
H 0.2793 6.3536 1.0343
*
```

=====

(7)
This record from the Open Molecules 2025 dataset describes C9H9Cl2N3ORhS as an isolated structure. The level of theory is ωB97M-V/def2-TZVPD.

Calculated values
**DFT total energy**: -2016.71210 hartree
**HOMO-LUMO gap (alpha / beta)**: 0.20842 / 0.21505 hartree
**LUMO level (alpha / beta)**: -0.2156 / -0.2113 hartree

ORCA input file:
```
! RIJCOSX wB97M-V def2-TZVPD def2/J DEFGRID3
* xyz 1 1
C -1.8421 -1.3897 -3.3939
C -2.8097 -0.4306 -2.9886
H -3.6649 -0.2492 -3.6268
C -0.7701 -1.6492 -2.6069
C -1.5615 0.0291 -0.9805
Rh 0.0573 0.7322 1.3894
H 0.1158 4.5921 1.1650
H 3.8113 -2.2611 2.4809
S 1.2073 0.0915 3.2437
N 1.9511 -1.3851 1.1329
Cl 1.4989 2.7156 0.7470
H -0.0352 -2.3884 -2.8993
C 0.5022 3.7843 1.7745
H 3.5231 -1.3321 3.9163
H 1.1051 4.1255 2.6070
C 2.2026 -1.0217 2.3831
C 0.4805 -1.3291 -0.5644
O -1.4605 0.6885 0.1188
N 3.2798 -1.5625 2.9711
H 1.1273 -2.1355 -0.8929
C -0.5918 -0.9575 -1.3687
H -3.4153 0.9871 -1.5014
Cl -0.8718 2.8457 2.4125
N 0.8193 -0.8410 0.6320
H -1.9732 -1.9160 -4.3287
C -2.6854 0.2572 -1.8221
*
```

=====

(8)
This record from the Open Molecules 2025 dataset describes C10H15FO12P2 as an isolated structure. The level of theory is ωB97M-V/def2-TZVPD.

Calculated values
**DFT total energy**: -2075.44010 hartree
**HOMO-LUMO gap**: 0.36602 hartree
**LUMO level**: 0.0141 hartree

ORCA input file:
```
! RIJCOSX wB97M-V def2-TZVPD def2/J DEFGRID3
* xyz 0 1
H -0.3524 -1.3950 1.8426
C -6.1705 4.9310 2.5358
O -4.1749 0.9384 2.9518
C 2.1411 -4.7164 -4.7266
O 2.4285 -1.8029 -2.5902
H 3.0738 -0.4686 0.7905
C 0.9184 -0.2224 0.5633
H -6.6467 5.9305 2.6783
O 2.4893 1.2867 -0.1071
H -1.8858 5.1606 3.9910
O -5.4703 2.6572 1.5272
O 3.3229 -2.7335 -0.7256
H 3.1837 -4.6366 -5.0437
H 0.7390 -2.3577 0.8253
H 1.9901 -5.7488 -4.4050
O -1.1810 2.1930 4.2580
O -3.0432 1.5590 0.7603
C 1.6406 1.8862 0.7722
H 2.4801 -0.6440 -0.8680
F -2.4794 2.5913 0.0495
P -1.5394 3.2679 3.0043
H 1.3605 -1.8001 -4.3764
O 2.6761 -4.0307 -2.4614
H 0.1967 -0.1739 -0.2601
C 2.1801 -2.3314 -3.8924
C 2.3312 -0.1234 0.0664
H 0.8006 -3.8734 -3.2739
H -0.6688 2.7305 4.9068
O -3.2592 3.4110 2.8518
O -1.0627 4.7894 3.5966
C 2.8538 -2.8439 -1.8180
H 1.4965 -4.5180 -5.5847
O 0.7900 0.9774 1.3293
C -5.7876 3.8590 2.1527
P -3.9424 2.1164 2.0707
H 3.0868 -2.2130 -4.4923
H 1.3482 -1.4971 2.2537
C 0.6514 -1.4429 1.4140
O 1.6418 3.0518 1.0253
C 1.8429 -3.7636 -3.5919
*
```